# 1
Here is one molecule with the formula HO2P in a non-equilibrium geometry from OMol25. Energies are from ωB97M-V/def2-TZVPD.

**HOMO-LUMO gap**: 11.767 eV
**HOMO level**: -12.35 eV
**LUMO**: -0.582 eV
**M**: 63.98 Da
**SMILES**: O=[PH]=O
**Charge**: 0
**2S+1**: 1

Last column: natural (NBO) charge in e.
CARTESIAN COORDINATES (ANGSTROEM)
O -0.6271 -1.3741 0.0350  -0.964
O -0.6165 1.3586 0.0313  -0.963
P -0.0466 -0.0254 0.0649  2.025
H 1.2902 0.0409 -0.1312  -0.098

***

# 2
Here is one molecule with the formula HO2PS in a non-equilibrium geometry from OMol25. Energies are from ωB97M-V/def2-TZVPD.

**HOMO-LUMO gap (alpha / beta)**: 8.239 / 9.402 eV
**HOMO level (alpha / beta)**: -7.85 / -11.12 eV
**Expectation value of S²**: 2.007
**LUMO (alpha / beta)**: 0.391 / -1.714 eV
**M**: 96.05 Da
**Charge**: 0
**2S+1**: 3

Last column: natural (NBO) charge in e.
CARTESIAN COORDINATES (ANGSTROEM)
O -2.7397 1.1822 0.0321  -0.824
O -1.6321 -1.1138 -0.0294  -1.029
P 0.0237 -1.3177 0.0219  0.702
S -2.9352 -0.2589 -0.0030  1.264
H 0.0936 -0.1014 -0.4903  -0.114

***

# 3
Here is HO3RhS as an isolated structure in a non-equilibrium geometry from OMol25. Energies are from ωB97M-V/def2-TZVPD.

**HOMO-LUMO gap (alpha / beta)**: 7.848 / 7.519 eV
**HOMO level (alpha / beta)**: -13.88 / -16.60 eV
**Expectation value of S²**: 8.764
**LUMO (alpha / beta)**: -6.032 / -9.080 eV
**M**: 183.98 Da
**Charge**: +1
**2S+1**: 6

Last column: natural (NBO) charge in e.
CARTESIAN COORDINATES (ANGSTROEM)
S 0.4218 1.1770 0.6497  1.285
O -0.6071 1.2567 -0.5157  -0.864
O 0.7954 -1.1801 -0.4134  -0.474
Rh -1.2998 -0.6071 -0.0365  1.433
O -0.4863 0.3288 1.5880  -0.861
H 1.1760 -0.9754 -1.2720  0.480

***

# 4
Here is an isolated ion of composition HO3S and charge -1 in a non-equilibrium geometry from OMol25. Energies are from ωB97M-V/def2-TZVPD.

**HOMO-LUMO gap**: 8.912 eV
**HOMO level**: -4.74 eV
**LUMO**: 4.177 eV
**M**: 81.07 Da
**SMILES**: O=[SH](=O)[O-]
**Charge**: -1
**2S+1**: 1

Last column: natural (NBO) charge in e.
CARTESIAN COORDINATES (ANGSTROEM)
O 0.3213 1.9562 0.6039  -1.020
O 1.0825 -0.1348 1.7141  -1.032
O -1.3954 0.2708 1.6699  -1.011
S 0.0234 0.5487 0.9847  2.169
H 0.2016 -0.0656 -0.2476  -0.106

***

Calculated total energy across the listed records, respectively: -492.4489 -890.5198 -734.5292 -624.5495 hartree.